1.
Formula: C42H118N12O19
Source: OMol25
Level of theory: the ωB97M-V functional and the def2-TZVPD basis

Geometry (Å):
H: 5.147 2.335 4.065
C: -0.070 -3.632 -6.682
H: -5.114 -1.141 -2.861
C: 0.734 -4.905 -6.634
H: 0.952 1.862 -0.817
C: 1.198 -1.698 5.408
H: 3.327 -5.611 -4.766
O: 1.712 -0.372 5.505
O: -3.702 -1.752 -4.065
H: 3.531 0.263 6.499
H: -4.192 -1.410 2.148
H: 1.350 -2.310 6.316
H: -1.003 -2.830 1.162
H: -2.267 -0.749 -8.871
H: -5.358 4.868 -0.424
N: 4.777 0.800 1.388
H: 3.425 -3.669 0.506
C: 1.060 0.455 6.482
H: -4.479 0.147 6.463
H: -4.362 6.068 -1.193
H: 2.276 -6.855 -5.542
H: -1.866 0.220 -4.436
H: -3.633 4.679 -0.423
N: 0.885 -4.614 -2.579
C: 4.180 -2.094 -0.735
H: -3.196 -1.049 6.418
C: 4.828 1.833 2.228
C: -4.409 5.427 -0.293
H: 1.857 1.215 3.620
H: 1.799 -2.161 4.591
C: -0.581 0.865 2.208
H: 1.620 -2.411 -3.185
H: 5.491 2.245 8.033
H: 1.881 5.630 -1.270
H: -1.391 3.471 2.687
H: -5.044 0.933 -3.963
C: -4.488 -2.040 -2.918
H: 2.278 4.920 1.582
C: -2.573 -2.666 -4.125
H: 1.949 -0.670 7.933
O: 6.026 0.585 6.908
C: -3.940 -0.501 5.788
H: 1.247 -5.099 -7.588
O: 3.395 -1.948 1.557
H: -5.068 -2.910 -3.127
H: 0.903 1.456 6.088
H: 1.719 -1.576 0.399
O: -2.316 5.774 4.579
H: 3.169 -1.757 -1.018
H: 4.388 -3.412 -5.472
H: -0.154 0.581 -4.592
N: -1.567 -2.608 1.948
C: -1.042 0.763 -3.977
C: -2.566 1.109 -7.691
H: 0.823 -4.590 -3.587
H: -4.493 2.505 -3.434
N: -2.134 -4.768 1.932
O: -4.443 5.272 2.036
C: -5.213 -1.126 1.956
C: -4.404 6.236 0.998
H: 1.631 0.471 -1.608
H: -5.241 0.719 2.320
C: 2.667 -5.822 -5.635
H: 3.081 2.630 -0.619
H: -2.615 -3.026 -6.181
C: 1.862 5.919 -0.218
H: 4.174 1.037 0.584
H: -3.810 -2.171 -2.116
O: -4.906 -1.444 5.266
O: 3.024 1.650 -0.755
H: 0.716 -5.500 -2.166
H: -0.109 4.714 5.453
H: 1.743 2.972 3.139
O: -5.291 0.216 1.503
O: -0.862 0.238 -2.679
H: 4.360 -3.686 -2.124
H: 3.246 -5.734 -6.562
H: -5.967 2.322 -4.381
C: 1.821 2.332 -2.689
H: -5.362 6.827 0.988
H: 0.908 2.175 -3.254
H: 0.092 0.021 6.757
C: 1.778 1.529 -1.428
H: -1.400 -4.873 1.265
H: 4.608 -0.436 -3.139
H: 6.028 -3.122 -3.346
H: -1.297 1.859 -3.976
O: -5.144 1.309 -1.328
H: 4.435 -0.550 8.497
N: 0.836 -2.421 -2.531
H: -1.798 -1.184 -0.864
H: 0.015 -5.715 -6.455
H: -2.780 4.543 2.536
O: -3.840 1.297 -8.268
H: 1.867 3.409 -2.487
H: -2.060 2.070 -7.645
H: 0.555 -2.765 -6.965
H: 6.563 -1.877 -2.295
C: -6.116 1.688 -2.271
H: -5.033 -1.994 0.010
H: -0.339 3.313 4.464
N: 4.881 -2.982 -1.634
H: -2.552 1.785 2.122
H: 1.810 1.721 1.895
H: -1.707 1.796 -1.529
H: 4.745 -1.163 -0.731
N: -2.023 4.120 3.041
H: -4.399 5.792 2.855
H: -5.667 -1.229 2.934
C: 4.306 0.516 8.417
H: -2.876 -3.733 -3.947
H: 5.791 -1.036 -4.433
H: 7.988 1.222 6.934
C: -1.875 0.725 -1.794
O: -0.362 -3.504 -0.926
H: 3.999 0.882 9.381
H: -4.382 -2.022 4.658
H: -1.623 -1.609 -5.690
H: -1.498 2.095 0.692
H: -0.069 -3.171 -4.733
H: 1.380 3.925 0.413
N: -0.693 4.184 4.820
H: 3.184 -2.438 -6.222
O: 0.042 2.033 2.802
C: 0.351 -3.536 -1.947
H: 6.299 0.968 8.925
C: -3.108 0.199 4.740
H: 3.863 3.748 0.697
H: -0.601 0.019 -0.273
H: 1.563 -1.294 2.132
H: -0.821 -0.165 -7.959
C: -5.738 -1.971 0.834
C: 4.044 -2.767 0.577
H: -0.871 -3.709 -7.442
H: 2.611 2.100 -3.381
H: -3.751 0.738 4.032
H: 4.638 -0.123 1.750
H: 1.596 -2.962 1.525
H: -3.535 6.890 1.128
N: 5.076 1.516 3.475
H: -3.343 0.502 0.457
H: -1.421 0.612 -9.450
H: -6.718 -1.771 0.421
C: -2.423 -3.576 2.404
N: -2.425 0.216 0.701
H: -5.590 1.052 -0.475
H: -6.840 0.879 -2.417
C: -5.384 1.878 -3.558
C: -1.723 0.122 -8.532
C: -1.807 1.338 1.437
C: -1.884 -2.641 -5.466
H: 4.833 -1.805 -6.180
C: 5.622 1.169 8.098
H: 2.690 6.631 -0.108
H: -5.729 -3.018 1.118
C: 5.672 -2.293 -2.741
H: -4.469 0.900 -7.679
C: -1.646 -0.124 -0.519
H: -2.590 -0.588 4.159
H: 0.440 -1.531 -2.246
H: 0.864 6.352 0.015
H: -2.392 -5.544 2.519
H: 5.050 -3.043 0.868
C: -1.693 4.790 4.186
C: 4.993 -1.279 -3.722
O: -3.397 -3.300 3.056
C: 2.173 4.651 0.535
C: 1.972 0.393 7.697
H: 0.135 0.372 1.487
H: 7.283 0.831 5.333
H: 0.162 -1.802 5.187
N: -0.717 -3.543 -5.412
N: 3.301 0.797 7.345
H: -1.976 -2.306 -3.277
H: -2.108 -1.738 1.857
O: 3.808 -1.778 -4.372
H: -2.358 0.891 5.193
H: 4.898 0.627 3.900
C: 1.449 1.935 2.907
C: 2.012 -1.942 1.422
C: 7.079 1.301 6.313
H: -2.880 0.548 -2.165
H: -2.654 0.692 -6.704
H: 6.788 2.325 6.097
O: 3.383 4.188 -0.009
H: -6.655 2.599 -1.973
H: -0.885 0.122 2.946
H: 1.644 0.984 8.588
C: 4.089 -2.369 -5.604
O: 4.790 3.014 1.855
O: 1.664 -4.803 -5.593

Values from the calculation:
net charge	0
largest force on an atom	3.215	eV Å⁻¹
LUMO energy	0.36	eV
HOMO energy	-8.83	eV
frontier orbital gap	9.2	eV


2.
Formula: C42H119N7O14
Source: OMol25
Level of theory: the ωB97M-V functional and the def2-TZVPD basis

Geometry (Å):
H: -0.430 -1.304 -0.615
H: -5.060 3.606 -1.014
H: 0.664 -3.563 0.431
H: -0.783 -4.344 4.202
C: 1.087 4.146 1.054
O: 5.093 -0.231 0.316
C: -5.058 2.096 -2.525
N: 3.487 -2.778 -3.253
H: 4.346 -3.838 0.358
H: 2.376 -1.919 1.776
N: 3.890 4.852 -4.150
H: 1.142 0.576 1.125
H: -5.399 3.029 1.283
H: 4.460 3.375 4.956
H: 2.168 4.204 0.896
C: -4.676 3.569 1.939
H: -1.191 -2.723 -3.823
C: -0.574 2.316 -3.969
H: 1.636 -5.978 1.520
H: -2.297 -4.001 3.388
H: 0.831 6.403 4.578
H: -5.782 5.710 2.221
O: 0.046 -1.800 1.262
H: -1.724 -8.184 -1.360
C: -3.479 -1.531 0.165
H: -1.164 -6.745 1.931
H: -2.969 5.497 3.066
H: 3.509 -1.386 -6.400
N: -2.240 -6.329 4.522
C: 4.144 3.744 -3.206
N: 0.704 1.142 -0.831
H: -6.659 7.841 0.418
H: -1.257 -0.838 4.763
H: -1.812 0.772 0.267
H: -2.937 -7.037 4.684
C: 0.827 -5.960 -3.208
C: 4.147 0.832 0.390
H: -0.411 -5.892 0.571
C: -0.245 -6.616 1.348
H: -3.417 -4.835 5.542
H: -0.458 -3.686 1.872
C: -0.735 -5.747 -3.213
C: 3.171 3.898 -2.063
C: -0.460 -1.962 -3.506
H: 4.486 -2.951 -3.301
H: -4.780 1.236 -4.324
C: -1.247 -1.818 4.279
H: -1.800 -1.754 3.314
H: 3.200 -3.457 2.469
H: 0.508 4.376 0.123
H: 2.148 3.275 5.111
H: -2.570 -1.566 0.770
C: -2.389 -5.125 5.277
H: -0.165 5.130 5.258
H: 3.885 5.793 -3.755
C: 3.334 -2.217 -5.687
H: 1.671 1.275 -0.960
C: -3.304 -2.262 -1.118
H: 2.163 3.778 -2.432
O: 4.044 1.291 -3.128
H: -4.111 -2.176 -1.841
H: 3.118 -3.735 -3.474
H: 4.562 2.377 -4.768
H: 5.191 3.733 -2.883
H: -5.165 3.836 2.900
H: 2.464 3.733 3.467
N: 1.452 -5.186 -4.284
H: 2.558 -3.884 0.183
H: 1.146 -5.578 -5.158
C: -0.207 -3.152 0.956
O: 0.688 5.117 2.069
C: -5.219 5.693 1.270
H: 5.877 0.995 -3.882
H: -5.899 5.371 0.468
H: 5.902 1.717 -2.203
C: -1.377 -7.774 -2.284
O: 0.930 -6.927 3.353
H: -0.429 -1.888 -2.419
C: 3.141 -1.781 -4.266
H: -0.449 3.914 3.321
H: -1.998 -5.836 7.254
H: -6.109 2.356 -2.745
H: 4.403 4.837 -5.026
H: 0.888 1.877 3.580
H: -4.571 7.120 -1.163
H: -3.828 2.922 2.096
N: -2.411 5.577 3.912
H: -3.114 -3.338 -0.935
H: 5.431 0.027 -2.399
H: -0.986 -3.247 0.185
O: 3.494 -2.205 -0.545
C: -4.440 3.286 -1.848
H: -1.725 4.040 -3.332
H: -4.943 1.201 -1.927
H: 1.341 -1.373 -0.253
H: -0.071 4.420 -3.944
C: -0.190 6.064 4.715
C: -0.977 0.807 0.989
H: -4.582 -1.899 1.871
C: -0.570 4.786 2.669
C: 3.225 -2.605 1.781
O: -4.585 -2.128 0.921
H: -1.336 -6.781 4.677
H: 1.683 -0.704 -3.012
H: -5.488 9.034 0.992
C: 4.701 1.999 1.111
H: 5.720 2.271 0.773
O: -1.812 -2.819 5.078
H: -0.730 6.714 5.418
H: 4.569 -0.976 -0.023
C: 1.979 1.726 3.710
C: 3.844 2.423 -3.920
O: 3.977 2.606 4.663
H: -0.312 3.645 -2.325
N: -4.075 7.141 -0.267
H: -3.501 3.005 -1.411
H: -3.463 6.343 -0.365
H: 0.567 -5.054 2.609
H: -2.743 6.361 4.480
H: -1.090 6.823 2.801
C: 5.422 0.996 -2.898
H: -1.573 -4.151 7.049
H: -1.052 1.789 1.469
O: -1.406 1.292 -3.441
H: -6.334 7.984 2.159
C: -5.909 8.059 1.166
C: -4.773 7.107 0.981
H: -4.328 4.198 -2.490
H: 3.364 -2.585 -1.454
H: 4.038 2.854 0.889
H: 1.214 -4.390 -1.810
C: 0.349 -1.032 0.090
O: 0.846 -2.327 -4.037
C: -1.053 5.909 3.479
H: 3.845 -0.953 -3.994
H: -0.029 -7.594 0.955
O: -4.282 1.838 -3.757
H: -1.218 0.054 1.778
C: 1.759 -1.212 -3.998
H: -4.077 7.320 1.789
H: 1.154 -4.193 -4.224
C: 2.629 2.949 4.220
H: 2.444 -2.819 -5.943
H: 1.404 -0.461 -4.711
H: -2.033 -8.190 -3.107
H: 1.764 -6.743 3.792
H: 2.477 -5.582 -1.760
H: 4.094 -2.039 2.044
H: -0.870 -1.045 -3.933
H: 4.750 1.889 2.196
H: 2.838 2.317 -4.276
H: -0.517 -5.431 6.357
H: 0.854 -5.900 -1.004
H: 0.881 3.136 1.427
C: 1.393 -5.484 -1.840
H: 3.840 1.048 -0.660
H: 2.362 1.510 2.718
H: -2.299 1.635 -3.484
H: 0.465 1.917 -3.869
H: -1.030 -4.698 -3.062
O: -4.154 4.799 1.407
H: -1.220 4.673 1.832
H: 4.140 -2.945 -5.763
C: 0.791 -6.055 2.215
C: 0.347 0.454 0.411
H: 2.136 0.905 4.424
H: 3.215 4.893 -1.630
H: -3.597 -0.483 0.002
H: -2.406 -1.831 -1.579
H: 0.217 0.738 -1.620
C: -1.570 -5.114 6.555
H: -0.734 2.351 -5.046
C: -0.686 3.693 -3.339
O: -1.395 -6.416 -2.166
H: -0.341 -8.097 -2.379
H: 3.300 3.224 -1.238
H: -1.131 -6.019 -4.198
H: 3.269 0.463 0.911
C: 3.438 -3.266 0.417
H: -0.252 -2.117 3.993
C: -1.815 -4.019 4.379
H: 1.015 -7.039 -3.368

Values from the calculation:
net charge	0
largest force on an atom	2.543	eV Å⁻¹
LUMO energy	0.48	eV
HOMO energy	-8.90	eV
frontier orbital gap	9.4	eV


Computed energy above the lowest of the compared OMol25 structures with the same formula, charge and spin, in the same sequence as the records: 0.0; 222.1 kJ/mol.